Record 1
The following is a DFT calculation (the ωB97M-V functional and the def2-TZVPD basis) of a structure of composition C34H50P2Pr in a non-equilibrium geometry.

CARTESIAN COORDINATES (ANGSTROEM)
Pr: -0.12467 -0.30721 1.38090
C: -0.43017 -2.81258 2.36946
C: 0.89609 -2.79220 1.83084
C: 0.87035 -1.44560 3.71317
C: -0.44329 -1.97835 3.53129
C: 1.69681 -1.94088 2.65779
C: -1.58834 -3.60641 1.86857
H: -1.37071 -4.06818 0.89829
H: -2.48578 -2.98038 1.74371
H: -1.85999 -4.41498 2.56737
C: -1.64286 -1.68967 4.36005
H: -2.41855 -2.45058 4.20189
H: -2.07241 -0.71246 4.08553
H: -1.40859 -1.66339 5.43431
C: 1.35457 -0.56771 4.81046
H: 0.90324 -0.82222 5.78169
H: 1.12093 0.48614 4.59597
H: 2.44484 -0.64000 4.92106
C: 3.16976 -1.74671 2.57392
H: 3.67583 -2.30109 3.38359
H: 3.45578 -0.68979 2.68254
H: 3.57987 -2.10760 1.62331
C: 1.42122 -3.64509 0.73191
H: 1.83003 -4.58687 1.13811
H: 2.23465 -3.14638 0.18570
H: 0.64241 -3.90804 0.00566
C: -1.57166 0.22931 -4.85764
C: -1.58964 -1.10072 -5.03695
C: -0.75884 -1.83067 -6.05258
C: 0.66137 -1.24785 -6.32599
C: 1.39140 -0.68941 -5.14079
C: 1.42422 0.61581 -4.82132
C: 0.50966 1.66656 -5.37804
C: -0.90505 1.18453 -5.79456
H: -1.28047 -1.87039 -7.02649
H: 0.59090 -0.49014 -7.12060
H: -0.65125 -2.87808 -5.72675
H: -0.85604 0.74451 -6.79863
H: -2.21384 0.69541 -4.10711
H: -2.36265 -1.71393 -4.55367
H: -1.54362 2.07979 -5.86279
H: 0.41222 2.45786 -4.61719
H: 2.22162 0.99751 -4.17186
H: 0.95953 2.14942 -6.26177
H: 1.26104 -2.08110 -6.72900
H: 2.01657 -1.41231 -4.60090
P: -0.87996 -0.68948 -1.31123
P: 2.08676 0.71983 -0.14112
C: 0.10460 0.58106 -2.22903
C: 1.16052 1.48496 -1.54789
H: -0.59639 1.22512 -2.77891
H: 0.59460 -0.05820 -2.97544
H: 1.93005 1.79222 -2.27545
H: 0.69484 2.41441 -1.17666
C: 2.86140 2.14363 0.69906
H: 3.54073 1.75484 1.47204
H: 2.08748 2.75267 1.18934
H: 3.42338 2.76255 -0.01486
C: 3.49585 -0.14613 -0.89429
H: 4.02453 0.50081 -1.60908
H: 3.15400 -1.05570 -1.40865
H: 4.18761 -0.44191 -0.09111
C: -2.61005 -0.16043 -1.56657
H: -3.25116 -0.88089 -1.04107
H: -2.90467 -0.11835 -2.62145
H: -2.75127 0.82664 -1.10280
C: -0.68379 -2.27975 -2.17008
H: 0.31676 -2.69216 -1.99115
H: -0.84034 -2.21877 -3.25480
H: -1.42187 -2.97685 -1.74984
C: -2.07232 3.75641 6.36037
C: -1.57749 2.43728 6.44292
C: -1.23794 1.74328 5.28749
C: -1.37267 2.31160 3.99508
C: -1.04492 1.64904 2.78031
C: -1.22963 2.29138 1.56774
C: -1.72271 3.63732 1.50833
C: -2.03488 4.30941 2.66704
C: -1.87870 3.67321 3.92900
C: -2.20682 4.35324 5.11663
H: -2.34080 4.29381 7.26720
H: -1.46230 1.96052 7.41589
H: -0.85882 0.72550 5.35641
H: -1.01986 1.82307 0.58746
H: -1.84371 4.11293 0.53171
H: -2.40648 5.33882 2.64715
H: -2.58002 5.37518 5.03787

Cartesian forces (eV/Å) of the 2 atoms listed first:
-0.339 -0.140 3.431
0.968 0.539 0.060

Molar mass, g mol⁻¹: 661.63
Multiplicity: 3
Gap between HOMO and LUMO (spin up / spin down), Ha: 0.26760 / 0.27119
Total charge: +1
LUMO level (spin up / spin down), eV: -2.86 / -2.76

***

Record 2
The following is a DFT calculation (the ωB97M-V functional and the def2-TZVPD basis) of a structure of composition C34H51CaO26 in a non-equilibrium geometry.

CARTESIAN COORDINATES (ANGSTROEM)
Ca: -3.41858 -2.50235 1.02866
C: -0.48592 0.37207 0.02626
C: -1.63242 -0.58254 0.19977
O: -1.56566 -1.74422 -0.29321
O: -2.65260 -0.30249 0.90286
H: -0.77290 1.36728 -0.30524
H: 0.27906 -0.01283 -0.64686
H: -0.01597 0.44762 1.01245
C: 3.49159 3.64375 2.46795
C: 2.22319 2.94590 2.89969
C: 1.54117 3.54542 4.15442
O: 0.18023 3.58123 3.75596
C: 0.02689 3.30142 2.45400
O: -1.02607 3.28346 1.89023
O: 1.20398 3.04706 1.87644
H: 4.25860 3.65067 3.24130
H: 3.23860 4.65767 2.15987
H: 3.93213 3.12165 1.61746
H: 2.32361 1.86708 3.04197
H: 1.90667 4.56189 4.28547
H: 1.73778 2.83074 4.94773
C: 0.53996 -2.42170 -3.39845
C: -0.16967 -1.35442 -4.20692
C: -1.63648 -1.06425 -3.90084
O: -1.65190 0.33501 -3.64538
C: -0.40337 0.80436 -3.46669
O: -0.15760 1.90157 -3.08432
O: 0.47087 -0.15472 -3.80282
H: 0.24973 -3.43874 -3.67336
H: 0.35248 -2.27705 -2.33459
H: 1.60416 -2.28497 -3.59278
H: 0.01244 -1.38783 -5.28519
H: -2.10429 -1.60791 -3.07700
H: -2.25209 -1.33667 -4.76117
C: 1.90800 5.65818 -0.73972
C: 0.86470 4.96089 -1.56121
C: -0.49632 4.72239 -0.92724
O: -1.35826 4.89947 -2.05824
C: -0.74328 5.67549 -2.95370
O: -1.30778 6.14626 -3.88303
O: 0.58645 5.79176 -2.70114
H: 1.50757 6.60013 -0.36058
H: 2.78481 5.86789 -1.35055
H: 2.19119 5.04477 0.11897
H: 1.20920 3.98034 -1.90147
H: -0.76742 5.46064 -0.17170
H: -0.48419 3.71173 -0.53477
C: 3.04380 1.89741 -1.06412
C: 4.16895 1.10949 -1.69161
C: 3.78303 -0.38096 -1.84755
O: 3.74100 -0.58030 -3.25387
C: 4.13167 0.53493 -3.90002
O: 4.17665 0.65161 -5.07450
O: 4.44690 1.48884 -3.01097
H: 3.14248 2.97305 -1.21229
H: 2.97727 1.65339 -0.00109
H: 2.06679 1.64089 -1.48740
H: 5.09283 1.21328 -1.11686
H: 2.87233 -0.61142 -1.29561
H: 4.58630 -1.00461 -1.45128
C: 1.07348 -4.02847 -0.08771
C: 2.35967 -4.73394 -0.45867
C: 2.32576 -5.88744 -1.46348
O: 3.44317 -5.62442 -2.31576
C: 3.89264 -4.36005 -2.12055
O: 4.74434 -3.87128 -2.77909
O: 3.17720 -3.78677 -1.12343
H: 0.35165 -3.93261 -0.90104
H: 1.33522 -3.02133 0.23143
H: 0.50401 -4.57929 0.66339
H: 2.88593 -5.11634 0.42415
H: 1.39386 -5.93582 -2.03462
H: 2.45401 -6.87707 -1.02811
C: -5.39567 -1.88100 -5.64126
C: -5.66228 -2.42813 -4.25478
C: -5.48229 -3.91694 -4.10231
O: -5.15695 -4.04255 -2.71568
C: -4.59901 -2.89464 -2.33210
O: -4.03694 -2.70640 -1.28515
O: -4.77861 -1.92192 -3.24346
H: -4.41791 -2.16136 -6.03303
H: -5.47519 -0.79592 -5.68736
H: -6.17510 -2.27087 -6.29792
H: -6.71606 -2.22162 -4.04189
H: -4.66117 -4.34023 -4.69129
H: -6.35676 -4.49933 -4.38520
C: 1.23001 -0.54346 5.32078
C: 1.17770 -1.05506 3.90358
C: 1.80788 -2.43900 3.78402
O: 0.80618 -3.21724 3.14158
C: -0.30037 -2.50213 2.98029
O: -1.26298 -2.91096 2.40069
O: -0.19231 -1.30675 3.55934
H: 0.58017 -1.09843 5.99888
H: 0.79462 0.46202 5.40945
H: 2.21535 -0.37959 5.75730
H: 1.54909 -0.33476 3.17523
H: 2.11452 -2.89641 4.72413
H: 2.73120 -2.38911 3.20233
C: -2.66328 -0.42001 6.00885
C: -2.38668 0.95336 5.41320
C: -2.82902 1.15921 3.94213
O: -3.67631 2.28906 4.00770
C: -3.89221 2.67325 5.26945
O: -4.61867 3.54235 5.62225
O: -3.17178 1.90683 6.11525
H: -3.72394 -0.65114 5.90142
H: -2.34028 -0.52213 7.04257
H: -2.10567 -1.18478 5.45684
H: -1.34432 1.21382 5.61318
H: -3.31926 0.25311 3.58302
H: -1.95893 1.33498 3.31533

Cartesian forces (eV/Å) of the 2 atoms listed first:
1.828 1.280 -1.136
0.255 -0.017 0.209

Molar mass, g mol⁻¹: 915.83
Gap between HOMO and LUMO, Ha: 0.27505
Total charge: +1
LUMO level, eV: -4.16

***

For each record above, in turn, the calculated energy values are -2525.00758, -3960.04608 Eh.